--- one ---
Density functional theory data (the ωB97M-V functional and the def2-TZVPD basis) for 2 unconnected molecules or ions with the total composition C2H7N5O.

Each line ends with the natural charge from an NBO analysis.
Geometry (Å):
N  0.99322  0.31759  0.68010  -0.486
C  0.56683  0.31839  -0.65383  0.515
C  -0.18160  -2.03760  0.12931  0.292
N  0.22516  0.68582  1.80272  -0.630
N  1.56800  -0.03159  -1.53682  -0.820
O  -1.61251  0.94754  -0.22393  -0.617
N  -0.56459  0.64972  -1.14859  -0.303
N  -1.27113  -2.03341  0.56993  -0.758
H  -2.30669  1.27714  -0.80370  0.478
H  1.81311  -0.23874  0.87651  0.392
H  -0.07220  1.65594  1.69751  0.356
H  -0.62706  0.12260  1.82794  0.351
H  2.46304  0.40505  -1.37295  0.383
H  1.27467  -0.06029  -2.50240  0.400
H  -2.26823  -1.97816  0.65819  0.448

Summary:
Molecular weight   117.112 g mol⁻¹
Frontier orbital gap   9.11 eV
Net charge   0

--- two ---
Density functional theory data (the ωB97M-V functional and the def2-TZVPD basis) for C2H7N5O in the gas phase.

Each line ends with the natural charge from an NBO analysis.
Geometry (Å):
N  2.77332  -1.18268  0.01279  -0.662
N  1.73154  -0.44369  -0.45837  -0.239
C  1.28471  0.55436  0.16254  0.149
N  0.03519  1.09751  -0.26215  -0.173
O  -0.05380  2.41653  0.07095  -0.583
C  -1.34365  0.61124  -0.26310  0.207
N  -1.54916  -0.57866  0.03110  -0.290
N  -2.83853  -1.18536  0.17726  -0.637
H  3.02986  -2.00061  -0.65345  0.381
H  2.64613  -1.47826  1.03175  0.362
H  1.71587  0.92972  1.18084  0.135
H  0.80573  2.83258  0.10559  0.475
H  -1.96515  1.41586  -0.58597  0.179
H  -2.76167  -2.19546  -0.08916  0.361
H  -3.51040  -0.79308  -0.46061  0.333

Summary:
Molecular weight   117.112 g mol⁻¹
Frontier orbital gap   8.62 eV
SMILES   N/N=C/N(O)/C=N/N
Net charge   0

--- three ---
Density functional theory data (the ωB97M-V functional and the def2-TZVPD basis) for C2H7N5O in the gas phase.

Each line ends with the natural charge from an NBO analysis.
Geometry (Å):
H  1.02799  -1.65790  1.54892  0.383
N  0.51981  -1.16964  0.78552  -0.756
C  1.13799  -0.42812  -0.04244  0.721
N  2.51332  0.08673  -0.37555  -0.861
O  0.31398  0.24384  -0.94839  -0.535
C  -0.65651  0.88509  -0.15870  0.680
N  -0.47320  2.16821  0.22115  -0.744
H  -1.18167  2.32790  0.91124  0.332
N  -1.84595  0.15433  0.06811  -0.499
N  -1.94884  -1.23866  -0.51123  -0.621
H  2.66418  1.18928  -0.60454  0.428
H  3.23808  -0.17835  0.22322  0.374
H  -2.65310  0.46175  0.45029  0.395
H  -1.48618  -1.22168  -1.46081  0.339
H  -1.16991  -1.62277  -0.10680  0.364

Summary:
Molecular weight   117.112 g mol⁻¹
Frontier orbital gap   9.68 eV
SMILES   [H]/N=C(\N)O/C(=N/[H])NN
Net charge   0

The structure with the least stability is two.

--- one ---
Density functional theory data (the ωB97M-V functional and the def2-TZVPD basis) for C2H6NO2P in the gas phase.

Each line ends with the natural charge from an NBO analysis.
Geometry (Å):
C  1.80622  -0.25615  -0.08088  -0.447
N  0.43520  0.16789  -0.10598  -0.190
O  0.06924  1.28554  0.71950  -0.546
C  -0.63842  -0.54152  -0.52439  0.524
O  -0.67034  -1.62704  -1.06501  -0.604
P  -2.41944  0.40453  -0.13660  0.128
H  1.88753  -1.37438  -0.01755  0.239
H  2.34981  0.10984  -0.94700  0.201
H  2.41063  0.19178  0.69018  0.226
H  0.48047  2.09574  0.34837  0.477
H  -2.34155  0.34571  1.25832  -0.011
H  -3.36935  -0.80195  -0.13895  0.004

Summary:
Molecular weight   107.049 g mol⁻¹
Frontier orbital gap   9.43 eV
SMILES   CN(O)C(=O)P
Net charge   0

--- two ---
Density functional theory data (the ωB97M-V functional and the def2-TZVPD basis) for a molecular structure, C2H6NO2P.

Each line ends with the natural charge from an NBO analysis.
Geometry (Å):
C  -0.20657  1.21901  0.23453  -0.102
C  -0.37212  -0.32911  0.36105  -0.336
N  -1.65374  -0.91020  0.04352  -0.804
O  2.54532  -0.87408  0.35846  -1.056
O  1.15218  1.35428  -0.13739  -0.771
P  1.43184  -0.31413  -0.37298  1.809
H  -0.79707  1.65895  -0.54141  0.171
H  -0.41159  1.89930  1.05002  0.195
H  -0.05131  -0.61435  1.49809  0.242
H  1.88519  -0.25781  -1.72345  -0.084
H  -1.66548  -1.93811  0.18922  0.373
H  -1.85666  -0.89377  -0.95967  0.363

Summary:
Molecular weight   107.049 g mol⁻¹
Frontier orbital gap   10.19 eV
Net charge   0

The structure with the least stability is one.

--- one ---
Density functional theory data (the ωB97M-V functional and the def2-TZVPD basis) for a molecular structure, C2H2O3S.

Each line ends with the natural charge from an NBO analysis.
Geometry (Å):
C  0.34918  -1.40357  0.36335  0.963
C  -0.36158  0.27121  -0.21843  0.229
O  0.78298  -2.43065  0.71577  -0.523
O  0.01799  -0.91472  -0.87054  -0.492
O  -0.02645  -0.27893  1.04166  -0.495
S  0.66637  1.67606  -0.72010  -0.005
H  -1.42468  0.50829  -0.31365  0.190
H  -0.00381  2.57232  0.00194  0.133

Summary:
Molecular weight   106.102 g mol⁻¹
Frontier orbital gap   10.89 eV
Net charge   0

--- two ---
Density functional theory data (the ωB97M-V functional and the def2-TZVPD basis) for 2 unconnected molecules or ions with the total composition C2H2O3S.

Each line ends with the natural charge from an NBO analysis.
Geometry (Å):
C  1.84842  0.80161  0.17963  0.747
C  0.81815  -0.09166  -0.06065  -0.873
O  -1.64994  -0.77347  0.66733  -0.882
O  2.32362  1.58568  0.90375  -0.416
O  -2.45374  -0.15367  -1.43622  -0.845
S  -1.49002  -0.93546  -0.76070  1.684
H  0.73524  -1.07897  0.48222  0.297
H  -0.13173  0.64592  0.02463  0.288

Summary:
Molecular weight   106.102 g mol⁻¹
Frontier orbital gap   8.66 eV
Net charge   0

The structure with the least stability is two.

--- one ---
Density functional theory data (the ωB97M-V functional and the def2-TZVPD basis) for C2H2O3S in the gas phase.

Each line ends with the natural charge from an NBO analysis.
Geometry (Å):
C  1.12183  -0.20751  0.73419  0.033
C  0.18399  0.88927  0.47255  -0.342
O  0.58393  -1.72144  -1.51016  -0.856
O  -1.32972  -1.20627  -0.01610  -0.911
O  -0.29022  0.50556  -0.82683  -0.685
S  -0.01735  -0.90326  -0.49247  2.242
H  -0.76411  0.81598  1.20812  0.287
H  0.51165  1.82767  0.43070  0.233

Summary:
Molecular weight   106.102 g mol⁻¹
Frontier orbital gap   8.44 eV
Net charge   0

--- two ---
Density functional theory data (the ωB97M-V functional and the def2-TZVPD basis) for 2 unconnected molecules or ions with the total composition C2H2O3S.

Each line ends with the natural charge from an NBO analysis.
Geometry (Å):
C  0.75536  -0.79854  -0.05643  -0.747
C  -1.74870  0.09235  0.11952  0.963
O  3.22654  -0.11673  0.03690  -0.926
O  -2.56626  -0.70282  0.36598  -0.444
O  -1.64750  1.34164  -0.12550  -0.641
S  1.84179  0.37771  0.12893  1.045
H  0.87923  -1.85315  -0.21431  0.206
H  -0.74045  1.65954  -0.25509  0.544

Summary:
Molecular weight   106.102 g mol⁻¹
Frontier orbital gap (alpha / beta)   8.35 / 7.85 eV
Net charge   0

--- three ---
Density functional theory data (the ωB97M-V functional and the def2-TZVPD basis) for C2H2O3S in the gas phase.

Each line ends with the natural charge from an NBO analysis.
Geometry (Å):
C  -0.82457  0.83783  0.05170  0.994
C  1.37694  -0.28224  -0.12068  0.064
O  0.12828  -0.25580  -0.33614  -0.483
O  -1.93360  0.21183  -0.03364  -0.603
O  -0.51053  1.93406  0.35758  -0.529
S  -1.81550  -1.48817  0.17229  0.183
H  1.91185  0.17806  0.72479  0.190
H  1.66713  -1.13558  -0.81589  0.185

Summary:
Molecular weight   106.102 g mol⁻¹
Frontier orbital gap (alpha / beta)   8.65 / 6.01 eV
Net charge   0

--- four ---
Density functional theory data (the ωB97M-V functional and the def2-TZVPD basis) for 2 unconnected molecules or ions with the total composition C2H2O3S.

Each line ends with the natural charge from an NBO analysis.
Geometry (Å):
C  1.13737  0.93921  -0.31691  1.086
C  -1.35539  -0.30699  0.20661  0.274
O  -0.37649  -0.26006  -0.58109  -0.504
O  1.97928  0.00859  -0.32487  -0.542
O  0.78333  2.03089  -0.13663  -0.449
S  1.54615  -1.62900  -0.12265  -0.153
H  -2.11363  -1.03657  0.08660  0.142
H  -1.60062  0.25393  1.18894  0.146

Summary:
Molecular weight   106.102 g mol⁻¹
Frontier orbital gap (alpha / beta)   7.10 / 7.11 eV
Net charge   0

The structure with the least stability is one.